[1]
# C2O2S

A 2-piece molecular cluster, C2O2S overall in a non-equilibrium geometry (the ωB97M-V functional and the def2-TZVPD basis, OMol25).

XYZ file:
```
5
Properties=species:S:1:pos:R:3:forces:R:3:lowdin_charge:R:1
C -1.028873 -0.198257 -0.655411 -2.3 2.1 1.3 0.0312
C 1.372794 -0.600142 0.191483 2.4 0.9 -0.6 -0.9894
O -1.528049 0.418172 0.177550 1.2 -1.5 -1.9 0.0547
O 0.688120 -1.482901 0.248245 -2.5 -3.5 1.2 0.0709
S 2.469616 0.420335 -0.083083 1.3 2.0 -0.1 0.8326
```
Positions in Å, forces in eV/Å.

Results
DFT total energy in a.u.: -624.8701
Relative energy (zero: lowest compared OMol25 entry of this formula, charge and spin) in eV: 0.6084
Total charge: 0
LUMO in eV: 0.57
Strongest force on any atom in eV Å⁻¹: 4.49



[2]
# C8H4Br6

One molecule with the formula C8H4Br6 in a non-equilibrium geometry (the ωB97M-V functional and the def2-TZVPD basis, OMol25).

XYZ file:
```
18
Properties=species:S:1:pos:R:3:forces:R:3:lowdin_charge:R:1
Br 0.517337 -4.374668 -0.840893 -0.1 1.2 -0.1 0.6970
Br 2.428984 -2.880745 1.353873 -0.1 0.3 -0.2 0.7209
Br -1.415082 -2.494595 -2.867379 0.5 0.4 0.8 0.7021
Br 2.267237 0.409748 1.893516 -0.6 -0.4 -0.9 0.7734
Br -1.717071 0.821976 -2.294785 0.6 -1.0 0.6 0.7630
Br -1.422750 3.776027 1.692374 0.3 -1.3 -0.2 0.5779
C 0.472082 -2.443501 -0.683110 0.2 -0.6 0.3 -0.7074
C 1.289546 -1.815633 0.265903 0.4 0.4 0.7 -0.7173
C -0.393548 -1.679912 -1.445182 -0.8 0.5 -1.1 -0.6910
C 1.235636 -0.421707 0.489068 -1.2 -0.4 -0.6 -0.5883
C -0.506240 -0.285430 -1.231311 0.0 -0.5 -0.2 -0.5766
C 0.265424 0.330147 -0.249302 0.5 0.8 0.4 -0.2899
C -1.009102 1.873299 1.213673 -0.7 -0.3 -0.2 -0.5775
C 0.008740 1.801564 0.079174 0.5 0.6 0.2 -0.3418
H -1.955603 1.363351 0.923220 0.5 0.8 0.0 0.0718
H -0.654167 1.305146 2.073119 0.1 0.6 0.3 0.0482
H -0.352309 2.418787 -0.756010 0.1 -0.7 0.1 0.0573
H 0.940885 2.296148 0.384052 -0.2 -0.3 0.1 0.0780
```
Positions in Å, forces in eV/Å.

Results
DFT total energy in a.u.: -15751.3252
Relative energy (zero: lowest compared OMol25 entry of this formula, charge and spin) in eV: 0.0348
Total charge: 0
LUMO in eV: -0.57
Strongest force on any atom in eV Å⁻¹: 1.44
Structure (SMILES): BrCCc1c(Br)c(Br)c(Br)c(Br)c1Br



[3]
# C7H14BiPS

C7H14BiPS as an isolated structure in a non-equilibrium geometry (the ωB97M-V functional and the def2-TZVPD basis, OMol25).

XYZ file:
```
24
Properties=species:S:1:pos:R:3:forces:R:3:lowdin_charge:R:1
C 0.920146 1.167150 -2.061861 1.0 -0.6 0.5 -0.2084
C 2.022873 0.259128 -2.006409 -0.9 0.8 0.4 -0.1752
C 1.505587 -1.064820 -2.119139 -0.9 0.4 -0.9 -0.1565
C 0.103808 -0.963313 -2.397043 0.4 0.0 1.0 -0.1814
C -0.273814 0.405001 -2.266822 -0.2 -0.5 0.5 -0.2303
Bi -1.450477 1.429926 1.060402 0.5 -0.7 -0.4 0.6039
P -1.594902 4.093163 0.692974 -0.1 0.3 -0.2 0.4084
H 0.934003 2.251580 -1.967929 0.2 -0.2 -0.1 0.0573
H 3.067045 0.539694 -1.859639 -0.4 -0.1 0.0 0.0712
H 2.088496 -1.995267 -2.075531 -0.3 0.5 -0.2 0.0791
H -1.280254 0.832371 -2.231253 0.3 -0.3 -0.6 0.0347
H -0.570981 -1.798167 -2.594081 0.2 0.3 0.2 0.0691
H -2.594971 4.473034 -0.286157 0.7 0.2 0.8 -0.0981
H -0.369202 4.562953 0.112673 -0.8 0.2 0.3 -0.1036
H -1.811328 4.949172 1.858391 0.1 -0.4 -1.2 -0.0910
C -1.144855 -2.976609 1.716245 -0.4 0.1 0.2 -0.3847
S -0.853081 -1.344807 2.468308 0.1 0.0 -0.1 0.5420
C 0.950667 -1.240546 2.306984 0.4 0.2 0.2 -0.4208
H -1.779579 -2.905949 0.828396 0.2 0.0 0.2 0.0360
H -1.637084 -3.586155 2.484266 0.2 0.0 -0.4 0.0302
H -0.174510 -3.396035 1.456447 -0.2 -0.1 -0.1 0.0283
H 1.359147 -0.833553 3.251205 -0.2 -0.3 -0.5 0.0374
H 1.317761 -2.266286 2.156646 0.1 0.5 0.1 0.0322
H 1.265507 -0.591665 1.472926 -0.2 -0.4 0.2 0.0201
```
Positions in Å, forces in eV/Å.

Results
DFT total energy in a.u.: -1229.0593
Total charge: 0
LUMO (alpha / beta) in eV: -1.89 / -1.97
Strongest force on any atom in eV Å⁻¹: 1.34



[4]
# C32H45F21NO18S2

C32H45F21NO18S2 as an isolated structure (the ωB97M-V functional and the def2-TZVPD basis, OMol25).

XYZ file:
```
119
Properties=species:S:1:pos:R:3:forces:R:3:lowdin_charge:R:1
C 6.058876 -3.815236 -2.134030 -0.1 0.2 -0.3 -0.1056
C 5.977711 -2.547667 -2.983552 -0.1 -0.1 0.0 -0.2542
C 6.182184 -1.278636 -2.148962 -0.1 -0.1 0.1 -0.2310
C 4.911064 -0.825549 -1.434350 0.2 -0.1 -0.1 -0.2408
S 3.573322 -0.323776 -2.538476 0.2 0.1 -0.1 0.4767
O 2.998527 0.863625 -1.927869 0.0 -0.1 0.1 -0.3755
O 4.134808 -0.158585 -3.861777 0.0 0.1 0.0 -0.3468
N 2.545515 -1.525956 -2.598251 -0.1 0.0 -0.2 -0.3641
S 1.718589 -1.936895 -1.323840 0.0 0.0 0.1 0.5005
O 2.403019 -2.919518 -0.507966 0.0 0.0 0.0 -0.3922
O 0.354689 -2.251612 -1.691785 0.1 -0.1 -0.1 -0.3966
H 7.053879 -3.946252 -1.700681 0.0 0.0 0.1 0.0743
H 5.318390 -3.762517 -1.334935 0.0 -0.1 0.0 0.0546
H 5.824034 -4.684515 -2.748005 0.0 0.0 0.1 0.0577
H 6.700942 -2.581353 -3.802558 0.1 0.0 0.1 0.1049
H 4.996100 -2.522057 -3.458302 0.0 0.1 0.0 0.0876
H 6.909069 -1.501938 -1.358454 0.1 0.1 -0.1 0.1051
H 6.591892 -0.464196 -2.747407 -0.1 0.0 -0.1 0.0947
H 5.089357 0.042800 -0.800970 0.0 0.0 0.0 0.0945
H 4.524641 -1.645107 -0.825574 -0.1 0.1 0.1 0.0697
H 1.664766 -0.808462 -0.576113 0.0 0.0 0.0 0.0636
C -2.200368 -1.250924 -0.016576 -0.1 0.0 0.1 -0.0471
C -2.982924 -0.343832 -0.927115 0.1 -0.1 -0.1 -0.1616
O -4.158608 0.220259 -0.259089 0.0 0.0 0.0 0.0343
C -3.955500 1.242627 0.536885 -0.1 0.0 0.0 -0.4233
O -2.935825 1.816393 0.785047 0.0 0.0 0.0 0.1693
C -5.307977 1.701775 1.136001 0.0 0.0 0.0 -0.5396
F -6.034801 0.679668 1.597854 0.0 0.0 0.0 0.1628
F -6.037218 2.329233 0.193235 0.0 0.0 0.0 0.1461
F -5.115712 2.558489 2.137516 0.0 0.0 0.0 0.1556
H -2.838099 -2.034597 0.394369 0.0 0.0 0.0 0.0657
H -1.399948 -1.709858 -0.600196 0.0 0.0 0.1 0.0512
H -1.761044 -0.696156 0.812463 0.0 0.0 0.0 0.0860
H -3.408047 -0.888209 -1.766416 0.0 0.0 0.0 0.1255
H -2.376679 0.475021 -1.311408 0.0 0.0 0.1 0.1290
C 8.569368 -7.476669 3.223417 0.0 0.1 0.0 -0.0618
C 7.411230 -7.544092 2.253594 0.0 -0.1 0.0 -0.1978
O 6.602783 -6.348502 2.313734 0.0 0.0 0.0 0.0312
C 7.075167 -5.299900 1.653419 0.0 0.0 -0.1 -0.3962
O 8.096850 -5.239445 1.035623 0.0 0.0 0.0 0.1633
C 6.062371 -4.133009 1.733714 0.1 -0.1 -0.1 -0.5561
F 5.652658 -3.929331 2.993261 0.0 0.0 0.0 0.1629
F 5.005585 -4.431295 0.985003 -0.1 0.1 0.1 0.1777
F 6.615135 -3.011693 1.287695 0.0 0.0 0.0 0.1735
H 8.208531 -7.298886 4.236778 0.0 0.0 0.0 0.0821
H 9.113125 -8.421859 3.208604 0.0 0.0 0.0 0.0802
H 9.258056 -6.678430 2.951788 0.0 0.0 0.0 0.0768
H 6.721785 -8.345207 2.509784 0.0 0.0 0.0 0.1247
H 7.750227 -7.687208 1.228125 0.0 0.0 0.0 0.1200
C -6.138978 5.460919 1.508570 -0.1 0.1 0.1 -0.0625
C -6.895098 6.378105 0.578942 0.1 -0.1 -0.1 -0.1743
O -8.066966 6.943590 1.229087 0.0 0.0 0.0 0.0372
C -7.854375 7.970888 2.024813 0.0 0.0 0.0 -0.4116
O -6.819451 8.518758 2.268286 0.0 0.0 0.0 0.1668
C -9.198926 8.456594 2.617938 0.1 0.0 0.0 -0.5421
F -9.933923 7.447282 3.086571 0.0 0.0 0.0 0.1729
F -9.911694 9.090363 1.674032 0.0 0.0 0.0 0.1615
F -8.980343 9.314410 3.613002 0.0 0.0 0.0 0.1562
H -6.794001 4.677815 1.887365 0.0 0.0 0.0 0.0811
H -5.318398 4.992634 0.967190 0.0 0.0 0.0 0.0822
H -5.723358 6.009085 2.353112 0.0 0.0 0.0 0.0840
H -7.302432 5.836310 -0.270924 0.0 0.0 0.0 0.1265
H -6.274450 7.194136 0.211441 0.0 0.0 0.1 0.1260
C -6.216647 -4.351014 3.667994 0.0 0.0 -0.1 -0.0601
C -5.126034 -5.387848 3.813004 0.0 0.0 0.1 -0.1936
O -4.681062 -5.866940 2.522280 0.0 0.0 0.0 0.0284
C -3.833720 -5.074454 1.879796 0.0 0.0 0.0 -0.3969
O -3.398909 -4.027582 2.255321 0.0 0.0 0.0 0.1708
C -3.432111 -5.716400 0.530299 0.0 0.1 0.1 -0.5515
F -4.511167 -6.163393 -0.127554 0.0 0.0 0.0 0.1597
F -2.620458 -6.759797 0.747782 0.0 0.0 0.0 0.1675
F -2.806357 -4.837039 -0.229843 0.0 0.0 0.0 0.1896
H -7.050274 -4.751863 3.091143 0.0 0.0 0.0 0.0827
H -6.581865 -4.065897 4.654960 0.0 0.0 0.0 0.0816
H -5.842650 -3.458551 3.169019 0.0 0.0 0.0 0.0776
H -5.486855 -6.280317 4.318983 0.0 0.0 0.0 0.1228
H -4.267272 -4.995901 4.356489 0.0 0.0 0.0 0.1249
C 5.929047 3.306653 -4.577894 0.1 0.0 0.2 -0.0561
C 6.132484 2.447711 -5.800559 -0.2 -0.1 0.0 -0.1727
O 7.493371 2.557220 -6.310892 0.0 0.0 0.0 0.0297
C 8.419977 1.866971 -5.677317 0.0 0.0 0.0 -0.4141
O 8.298167 1.150417 -4.729560 0.0 0.0 0.0 0.1737
C 9.784390 2.079925 -6.378136 0.0 0.0 0.0 -0.5457
F 10.017133 3.374555 -6.630820 0.0 0.0 0.0 0.1567
F 9.809019 1.423352 -7.548486 0.0 0.0 0.0 0.1578
F 10.778301 1.620748 -5.625141 0.0 0.0 0.0 0.1676
H 6.201467 4.347459 -4.758223 -0.1 0.0 -0.1 0.0785
H 4.881900 3.247639 -4.281819 0.0 0.0 0.0 0.0886
H 6.531074 2.936446 -3.748779 -0.1 0.0 0.0 0.0786
H 5.518527 2.778012 -6.634704 0.0 0.0 0.0 0.1234
H 5.908253 1.402632 -5.588289 0.1 0.0 0.0 0.1213
C -8.612961 11.996612 5.018979 0.0 0.1 0.1 -0.0641
C -9.380240 12.829988 4.021700 0.1 -0.1 -0.1 -0.1798
O -10.550813 13.437846 4.628414 0.0 0.0 0.0 0.0358
C -10.336968 14.528207 5.340036 0.0 0.0 0.0 -0.4095
O -9.298572 15.088292 5.533526 0.0 0.0 0.0 0.1682
C -11.681032 15.057063 5.896092 0.0 0.0 0.0 -0.5501
F -12.406927 14.078074 6.443828 0.0 0.0 0.0 0.1661
F -12.399458 15.601578 4.903238 0.0 0.0 0.0 0.1627
F -11.470309 15.988990 6.818075 0.0 0.0 0.0 0.1721
H -9.260302 11.240088 5.461265 0.0 0.0 0.0 0.0807
H -7.791125 11.492797 4.511396 0.0 0.0 0.0 0.0818
H -8.201556 12.613474 5.816883 0.0 0.0 0.0 0.0802
H -9.784800 12.216643 3.220183 0.0 0.0 0.0 0.1214
H -8.764591 13.616458 3.587352 0.0 0.0 0.1 0.1263
C 3.025454 -10.961455 -3.830895 0.1 0.0 0.0 -0.0636
C 2.793187 -9.494449 -3.549669 -0.1 0.0 -0.1 -0.1869
O 3.755803 -8.982133 -2.598867 0.0 0.0 0.0 0.0353
C 4.947794 -8.680240 -3.084596 0.0 0.1 0.0 -0.4007
O 5.327838 -8.800820 -4.211738 0.0 0.0 0.0 0.1680
C 5.820993 -8.068074 -1.964176 -0.1 0.0 0.0 -0.5486
F 5.774839 -8.814452 -0.847949 0.0 0.0 0.0 0.1535
F 5.373967 -6.849644 -1.669559 0.0 0.0 0.1 0.1777
F 7.088596 -7.984816 -2.350778 0.0 0.0 0.0 0.1746
H 3.003351 -11.535936 -2.904568 0.0 0.0 0.0 0.0815
H 2.240059 -11.333891 -4.489117 0.0 0.0 0.0 0.0808
H 3.986549 -11.118076 -4.318032 0.0 0.0 0.0 0.0760
H 1.831987 -9.324639 -3.071272 0.0 0.0 0.0 0.1268
H 2.844993 -8.893834 -4.456676 0.1 0.0 0.0 0.1275
```
Positions in Å, forces in eV/Å.

Results
DFT total energy in a.u.: -5549.1922
Total charge: -1
LUMO in eV: 1.66
Strongest force on any atom in eV Å⁻¹: 0.37



[5]
# C10H40O10

A 10-piece molecular cluster, C10H40O10 overall in a non-equilibrium geometry (the ωB97M-V functional and the def2-TZVPD basis, OMol25).

XYZ file:
```
60
Properties=species:S:1:pos:R:3:forces:R:3:lowdin_charge:R:1
C -2.872386 -3.133273 0.491329 1.0 -0.4 0.2 -0.1699
O -3.666424 -2.127539 -0.080376 -0.4 0.1 0.0 -0.1138
H -3.316669 -3.503925 1.415337 -0.2 0.0 -0.1 0.0769
H -2.707883 -3.978141 -0.189118 -0.2 0.0 0.1 0.0825
H -1.863694 -2.770859 0.750377 -0.2 0.1 -0.1 0.0562
H -3.629221 -2.215372 -1.036505 0.2 0.1 0.1 0.0229
C 4.433014 2.466800 -0.080318 -0.2 -0.4 -0.2 -0.1268
O 3.421743 1.669869 -0.712228 0.5 0.3 0.1 -0.1524
H 4.082881 2.845405 0.881187 0.0 0.1 0.0 0.0861
H 5.291785 1.818978 0.094082 0.0 0.0 0.0 0.0755
H 4.755665 3.286194 -0.725325 -0.1 0.1 0.0 0.0774
H 2.611944 2.205280 -0.730638 -0.1 -0.1 0.2 0.0311
C 4.497991 -0.923765 1.440963 -0.2 -0.3 0.4 -0.1720
O 4.113842 -0.921175 0.086594 0.1 0.0 0.0 -0.1314
H 5.355687 -1.588373 1.574142 0.1 0.1 -0.1 0.0769
H 4.758639 0.064520 1.830392 0.1 0.0 -0.1 0.0718
H 3.703887 -1.325216 2.090218 0.0 0.1 -0.2 0.0554
H 3.853515 -0.028319 -0.190464 -0.2 0.0 0.0 0.0169
C 0.502400 0.029984 0.190364 -0.2 0.1 0.5 -0.1432
O -0.147800 -1.027486 -0.468029 0.2 -0.6 -0.5 -0.1278
H 1.554360 -0.204758 0.351857 0.0 -0.2 -0.1 0.0676
H 0.456094 0.960958 -0.376522 -0.1 0.1 0.1 0.0662
H 0.028594 0.145645 1.176039 0.2 0.4 0.0 0.0808
H -0.931123 -0.677317 -0.902996 -0.1 0.3 0.2 0.0327
C -2.269433 -1.818649 -4.072657 -0.2 -0.6 -0.1 -0.1075
O -3.105751 -2.118021 -2.942638 0.0 0.2 -0.3 -0.1422
H -1.971282 -2.745597 -4.565950 0.1 0.1 0.0 0.0862
H -2.790030 -1.198317 -4.803447 0.0 0.2 0.1 0.0873
H -1.383615 -1.314997 -3.697543 0.1 0.0 0.0 0.0869
H -3.963306 -2.407282 -3.269088 0.0 0.0 0.0 0.1007
C 1.231655 3.959835 -1.864264 0.1 0.0 -0.1 -0.1370
O 1.287604 3.462946 -0.537011 0.2 0.3 -0.1 -0.1502
H 0.629027 4.867135 -1.944608 0.0 0.0 0.0 0.0804
H 2.250006 4.204209 -2.171386 0.0 0.0 0.1 0.0815
H 0.862134 3.206505 -2.569656 -0.1 0.0 0.1 0.0784
H 0.400340 3.437269 -0.140943 0.1 -0.3 0.0 0.0357
C -0.983960 -1.806322 4.140501 0.1 0.5 0.0 -0.1831
O -0.569723 -3.015217 4.729071 0.0 0.0 0.1 -0.1178
H -0.154669 -1.255010 3.672699 -0.1 -0.2 -0.1 0.0659
H -1.785591 -1.928621 3.401966 0.1 -0.1 0.0 0.0706
H -1.363697 -1.146345 4.924430 0.0 -0.2 0.1 0.0757
H -0.110850 -3.545203 4.061714 -0.1 0.0 -0.1 0.0319
C 1.201240 -3.134570 1.755233 0.0 0.2 0.5 -0.1210
O 0.679056 -4.275893 2.465527 0.4 0.3 -0.2 -0.1302
H 1.815837 -3.433680 0.908524 -0.2 0.0 -0.2 0.0929
H 0.389282 -2.465230 1.473312 0.0 -0.1 -0.4 0.0450
H 1.841901 -2.554800 2.423076 0.0 -0.3 0.2 0.0704
H 0.411015 -4.911749 1.798178 -0.1 -0.1 0.1 0.0838
C -2.066930 4.191239 0.544519 -0.2 0.1 0.0 -0.1213
O -1.187580 3.076628 0.614041 -0.1 0.2 0.0 -0.1370
H -2.849672 4.029617 -0.201406 0.0 0.0 0.1 0.0721
H -2.524473 4.405632 1.511510 0.0 0.0 0.0 0.0862
H -1.491370 5.067566 0.249291 0.1 -0.1 0.0 0.0841
H -1.580135 2.399313 1.171092 0.1 -0.2 -0.1 0.0990
C -2.517817 1.643264 -2.376206 -0.2 0.3 -0.4 -0.1355
O -2.392296 0.448236 -1.650239 0.2 -0.3 0.4 -0.1228
H -3.315836 2.261168 -1.952723 0.1 -0.1 0.1 0.0747
H -1.583197 2.207026 -2.337250 0.0 0.0 -0.1 0.0701
H -2.795863 1.462828 -3.419999 0.2 0.0 0.0 0.0829
H -2.528864 -0.323030 -2.208035 -0.4 0.0 0.0 0.0240
```
Positions in Å, forces in eV/Å.

Results
DFT total energy in a.u.: -1157.2286
Relative energy (zero: lowest compared OMol25 entry of this formula, charge and spin) in eV: 3.3539
Total charge: 0
LUMO in eV: 0.28
Strongest force on any atom in eV Å⁻¹: 1.09
Structure (SMILES): CO.CO.CO.CO.CO.CO.CO.CO.CO.CO



[6]
# C3H7N4OS

C3H7N4OS as an isolated structure in a non-equilibrium geometry (the ωB97M-V functional and the def2-TZVPD basis, OMol25).

XYZ file:
```
16
Properties=species:S:1:pos:R:3:forces:R:3:lowdin_charge:R:1
C -0.569264 2.441254 -0.665743 0.0 1.8 0.5 -0.2492
C -0.363540 -1.145456 0.561310 1.5 -0.2 -0.4 -0.1254
C 1.164050 -1.071313 0.157069 -1.2 3.9 0.8 -0.2540
N -0.495870 3.627374 -0.429021 -0.8 -0.4 0.3 0.2625
N -0.781339 1.525220 -1.608195 1.1 1.8 -0.5 -0.0651
N -0.043395 1.175329 0.732308 -0.8 -0.5 0.1 -0.3534
N -0.866237 0.208785 0.547279 1.0 1.5 -0.5 -0.0825
O -1.474979 0.447150 -1.452366 0.6 0.6 -0.2 -0.0453
S 1.520617 0.681021 0.780254 1.4 -0.4 0.1 0.9864
H -0.712814 -1.816669 -0.170750 -1.6 -0.3 -0.9 0.1158
H -0.709786 -1.435793 1.538790 1.0 -1.1 0.6 0.1406
H 1.780805 -1.601438 0.806798 1.0 -1.6 0.5 0.0501
H 1.504796 -0.892428 -0.882670 -0.9 -1.4 0.4 0.0909
H -0.215732 4.233070 0.370993 0.1 -1.3 -0.9 0.1410
H -0.002868 1.728849 -2.298103 -0.9 -1.6 0.1 0.2146
H -1.759386 0.553321 0.799390 -1.6 -0.8 0.0 0.1730
```
Positions in Å, forces in eV/Å.

Results
DFT total energy in a.u.: -810.4686
Relative energy (zero: lowest compared OMol25 entry of this formula, charge and spin) in eV: 7.7388
Total charge: +1
LUMO (alpha / beta) in eV: -5.15 / -5.15
Strongest force on any atom in eV Å⁻¹: 4.12